A structure of composition C27H30N6O4S5Se2Ti, computed with ωB97M-V with the def2-TZVPD basis set.

Computed properties:
Energy above the lowest of the compared OMol25 structures with the same formula, charge and spin ... 1.3062 eV
Multiplicity ... 1
Charge ... -2

Each line ends with the Mulliken charge.
CARTESIAN COORDINATES (ANGSTROEM)
Ti: 0.065 -0.235 1.115  -0.47
S: -2.405 -0.073 1.854  -0.53
C: -1.927 -0.571 3.424  0.85
S: -0.217 -0.401 3.635  -0.60
C: -2.704 -1.029 4.477  0.48
C: -2.136 -1.393 5.699  -0.09
N: -1.639 -1.786 6.650  -0.58
C: -4.117 -1.101 4.269  -0.02
N: -5.259 -1.120 4.216  -0.59
O: 1.463 1.294 -5.610  -0.59
C: 0.783 0.616 -4.553  -0.89
C: 1.479 0.645 -3.163  1.99
C: 3.036 0.138 -3.328  -1.46
O: 3.930 0.241 -2.254  -0.49
C: 1.566 2.091 -2.556  -0.45
Se: 2.938 3.384 -3.242  -0.57
C: 0.801 -0.250 -2.039  -0.30
Se: -0.853 0.368 -1.097  -0.47
H: 1.931 2.046 -5.233  0.31
H: 0.515 -0.434 -4.910  0.31
H: -0.189 1.042 -4.252  0.34
H: 3.503 0.707 -4.153  0.52
H: 3.007 -0.889 -3.614  0.47
H: 4.308 1.174 -2.308  0.35
H: 1.815 2.021 -1.492  -0.76
H: 0.637 2.669 -2.605  0.51
H: 1.572 -0.278 -1.273  -0.66
H: 0.597 -1.291 -2.314  0.32
N: 3.893 4.117 0.018  -0.02
C: 3.051 4.760 0.823  0.13
O: 3.285 5.764 1.465  -0.69
C: 1.721 4.105 1.016  0.46
C: 0.607 4.927 1.335  -1.01
C: -0.648 4.276 1.468  -0.81
C: -0.755 2.910 1.584  -0.29
N: 0.268 2.109 1.324  0.67
C: 1.463 2.714 1.039  0.04
H: 4.815 4.527 0.005  0.23
H: 3.602 3.703 -0.880  -0.11
H: 0.712 5.900 1.372  0.74
H: -1.536 4.959 1.421  0.30
H: -1.679 2.458 1.939  0.32
H: 2.204 2.009 0.764  -0.23
S: -3.725 -4.559 -3.171  -0.41
C: -2.849 -3.915 -1.933  0.32
S: -1.145 -3.597 -1.984  -0.11
C: -1.200 -3.042 -0.357  0.17
N: -2.367 -2.904 0.133  -0.60
N: -3.279 -3.448 -0.739  0.52
C: -4.675 -3.222 -0.446  -0.21
C: -5.587 -4.255 -0.392  -0.23
C: -6.923 -4.004 -0.334  -0.53
C: -7.395 -2.675 -0.175  -0.43
C: -6.473 -1.648 -0.087  -0.78
C: -5.110 -1.906 -0.268  0.14
S: 0.292 -2.664 0.456  -0.50
H: -5.288 -5.285 -0.552  0.38
H: -7.623 -4.826 -0.366  0.35
H: -8.435 -2.500 -0.092  0.42
H: -6.814 -0.599 -0.031  0.31
H: -4.437 -1.090 -0.437  0.41
C: 3.110 -0.968 2.825  -1.94
C: 3.130 -0.630 1.340  1.82
C: 3.577 -1.911 0.556  -1.54
C: 4.091 0.501 1.110  -1.78
O: 1.858 -0.231 0.929  2.50
H: 4.219 -1.238 3.125  0.35
H: 2.453 -1.816 3.016  0.36
H: 2.883 -0.126 3.474  0.33
H: 4.619 -2.081 0.937  0.48
H: 3.593 -1.818 -0.580  0.04
H: 3.015 -2.803 0.864  0.45
H: 5.173 0.288 1.399  0.40
H: 3.754 1.389 1.679  0.45
H: 4.057 0.757 0.063  0.23



A structure of composition C27H30N9NaS2, computed with ωB97M-V with the def2-TZVPD basis set.

Computed properties:
Multiplicity ... 1
Charge ... 0

Each line ends with the Mulliken charge.
CARTESIAN COORDINATES (ANGSTROEM)
Na: 0.537 0.236 0.400  0.44
C: -1.757 2.377 2.074  -0.75
C: -0.853 2.396 3.313  -0.98
N: 0.282 1.487 3.131  0.04
C: 0.566 0.621 4.282  -0.95
C: -0.510 -0.449 4.519  -0.79
S: -1.003 -1.558 3.157  0.03
C: -2.704 -1.107 2.720  -0.66
C: -3.051 0.368 2.620  -0.84
N: -2.213 1.067 1.670  0.17
H: -1.306 2.869 1.178  0.26
H: -2.605 2.996 2.412  0.36
H: -1.436 2.246 4.223  0.37
H: -0.476 3.404 3.405  0.46
H: 1.138 2.038 2.976  0.18
H: 0.719 1.229 5.198  0.35
H: 1.525 0.144 4.065  0.44
H: -1.420 0.003 4.952  0.30
H: -0.118 -1.119 5.273  0.54
H: -3.384 -1.558 3.478  0.47
H: -2.893 -1.572 1.723  0.30
H: -3.023 0.896 3.623  0.21
H: -4.112 0.434 2.349  0.40
H: -2.754 1.208 0.818  0.21
S: 2.738 -4.105 -1.380  -0.31
C: 1.278 -4.841 -0.844  0.39
C: 0.750 -6.102 -1.148  -0.50
C: -0.512 -6.450 -0.674  -0.58
C: -1.247 -5.537 0.141  -0.56
C: -0.741 -4.270 0.465  -0.11
C: 0.508 -3.901 -0.096  -0.06
N: 0.988 -2.575 -0.185  0.05
C: 2.141 -2.531 -0.828  0.09
C: 2.913 -1.298 -1.039  0.75
C: 3.930 -1.238 -1.995  -0.52
C: 4.805 -0.173 -2.064  -1.01
C: 4.636 0.895 -1.193  -0.40
C: 3.533 0.945 -0.342  -0.53
C: 2.744 -0.164 -0.283  0.08
H: 1.360 -6.745 -1.796  0.35
H: -0.869 -7.436 -0.950  0.36
H: -2.215 -5.853 0.559  0.38
H: -1.260 -3.614 1.188  0.10
H: 3.994 -2.021 -2.721  0.42
H: 5.637 -0.188 -2.780  0.33
H: 5.333 1.732 -1.125  0.36
H: 3.375 1.793 0.298  0.35
N: -1.686 -1.535 -1.746  -0.10
C: -1.473 -0.401 -2.472  0.16
N: -2.000 -0.301 -3.685  -0.74
C: -1.740 0.841 -4.341  0.47
N: -2.123 0.869 -5.640  -0.36
N: -1.157 1.924 -3.805  -0.68
C: -0.712 1.721 -2.540  -0.30
N: -0.742 0.566 -1.874  0.35
C: -0.053 2.856 -1.911  0.79
C: -0.024 4.133 -2.567  -0.57
C: 0.627 5.212 -2.012  -0.54
C: 1.164 5.048 -0.716  -0.88
C: 1.096 3.771 -0.134  -0.12
N: 0.557 2.714 -0.720  0.39
H: -2.192 -2.293 -2.197  0.24
H: -1.287 -1.689 -0.846  -0.04
H: -2.523 0.021 -6.004  0.25
H: -1.912 1.647 -6.231  0.23
H: -0.577 4.245 -3.494  0.45
H: 0.757 6.163 -2.542  0.39
H: 1.546 5.915 -0.200  0.43
H: 1.486 3.590 0.908  0.22



Number 1: Kohn-Sham gap 6.25 eV, E_tot -253605.4540 eV. Number 2: Kohn-Sham gap 5.45 eV, E_tot -67984.5494 eV.